Run w
Formula: C8H13NO
Source: the OMol25 dataset
Level of theory: ωB97M-V with the def2-TZVPD basis set

Values from the calculation:
spin multiplicity: 1
charge: 0
LUMO energy: 0.239 eV
HOMO energy: -0.289 hartree
frontier orbital gap: 0.29734 Ha

Last column: Löwdin charge in e.
Positions of all 23 atoms, in Å:
C -1.17215 1.88822 -0.22594  -0.010
C 1.96980 -1.26675 0.16763  -0.011
C -1.78621 -1.01392 -0.26980  -0.035
C 0.07255 1.07837 -0.54402  -0.440
C 0.60302 0.45194 1.25717  -0.102
C 0.63583 -0.64846 0.43971  -0.194
C -0.36909 -0.64518 -0.64601  -0.449
N -0.01231 -1.10580 -1.93932  0.091
C 0.70749 1.08024 2.39947  0.056
O 0.94793 1.47821 -1.30227  0.008
H 0.06526 -2.10808 -2.04514  0.085
H 0.79875 -0.63119 -2.31705  0.080
H -1.73758 1.49567 0.61151  0.073
H -0.84692 2.90428 -0.00277  0.092
H -1.80250 1.90100 -1.11587  0.098
H 1.84359 -2.26313 -0.25826  0.086
H 2.49782 -0.62150 -0.54811  0.102
H 2.55406 -1.32709 1.08439  0.089
H -2.03330 -0.70985 0.74609  0.079
H -1.89691 -2.10140 -0.32002  0.083
H -2.49584 -0.56420 -0.96398  0.084
H 0.90307 2.14545 2.44065  0.069
H 0.55363 0.58318 3.35196  0.067



Run x
Formula: C8H13NO
Source: the OMol25 dataset
Level of theory: ωB97M-V with the def2-TZVPD basis set

Values from the calculation:
SMILES string: C[C@H]1[C@H]2C[C@@H](CC#N)[C@@H]12.O
spin multiplicity: 1
charge: 0
LUMO energy: 0.700 eV
HOMO energy: -0.371 hartree
frontier orbital gap: 0.39637 Ha

Last column: Löwdin charge in e.
Positions of all 23 atoms, in Å:
C -1.65032 -1.62022 0.38602  -0.061
C -2.12690 -0.44456 -0.43676  -0.264
C -1.94499 1.00984 -0.09548  -0.163
C -0.55173 1.29475 0.47696  -0.094
C 0.07273 0.81395 -0.86159  -0.266
C 1.21145 -0.21107 -0.87478  -0.129
C 2.46306 0.32205 -0.31758  -0.190
N 3.39001 0.98868 -0.05227  0.148
C -1.31789 0.41706 -1.36337  -0.152
H -0.77978 -1.38331 1.01071  0.061
H -2.45304 -1.95708 1.05799  0.081
H -1.38128 -2.46662 -0.26167  0.083
H -3.11662 -0.61674 -0.87168  0.138
H -2.78440 1.70517 -0.04160  0.134
H -0.36976 2.35718 0.67186  0.115
H -0.27246 0.72324 1.37463  0.107
H 0.40018 1.69247 -1.43348  0.148
H 0.95140 -1.11504 -0.30754  0.107
H 1.41427 -0.52922 -1.90872  0.134
H -1.64431 0.56870 -2.39337  0.135
O 3.70323 -0.84302 2.13797  -0.130
H 2.77116 -0.76376 2.37256  0.010
H 4.01599 0.05754 1.73119  0.048



The structure shown above that is least stable: run w.